Below is a cluster of 11 separate species, C56H148F12N9O17P2 in total in a non-equilibrium geometry, with properties calculated with the ωB97M-V functional and the def2-TZVPD basis.

```
244
Properties=species:S:1:pos:R:3
C 2.161 3.703 1.264
H -0.423 10.628 -5.059
H 1.241 -3.541 -3.886
H -3.585 4.274 2.089
H 1.162 8.517 -6.322
P -5.364 0.765 -3.758
C -1.738 -0.273 -5.982
H -4.402 -9.029 4.639
H -3.154 -0.170 1.444
C -9.855 -1.954 1.188
H 4.414 4.775 3.335
H -5.209 0.828 4.396
H -8.621 -1.204 3.158
C -2.461 -1.579 -1.942
H -7.948 8.213 3.783
H -4.620 3.145 -1.222
H -5.696 9.694 4.976
H 6.685 -0.075 -3.192
H 0.027 -5.593 1.170
H 2.350 -1.002 -6.435
H 1.635 -7.216 -2.808
H -5.812 5.916 0.931
H -0.547 3.061 3.206
H -3.657 4.807 0.404
H 0.688 -8.591 5.880
H -7.191 9.169 5.825
C 5.064 -2.683 -2.779
C -3.722 -9.129 5.485
H -3.523 -1.334 -1.960
H 1.605 0.781 6.858
H -1.919 -1.166 -2.793
H -3.939 -2.333 2.748
H 8.539 -3.611 0.388
C -1.461 -8.721 6.064
O -6.227 7.703 4.729
N 0.175 -6.978 4.983
F 0.071 0.263 -0.005
C 4.506 -0.104 2.796
C 2.253 0.442 6.050
H 0.335 3.821 -1.772
H 4.803 -2.769 0.523
H -0.770 -4.464 -4.450
H -0.897 9.630 -6.180
H 0.597 0.642 -8.182
O -2.313 -2.930 -2.026
H 6.984 -1.772 0.913
C 4.541 1.765 -3.485
C -4.255 4.477 1.253
H -3.771 -10.158 5.840
H 2.043 1.044 -6.118
N -0.416 -4.711 -0.570
F -4.808 1.534 -5.110
H -2.670 -0.829 -6.074
C -5.068 5.702 1.699
O 10.273 -2.646 1.211
H 6.048 3.520 -1.012
H 5.966 1.087 -4.925
H 6.885 -2.100 -3.806
H -3.504 0.630 2.988
H -8.682 -2.946 3.451
H 1.043 -2.467 4.391
H 4.387 5.580 1.759
O 2.846 4.135 2.416
C 1.452 -3.036 -4.829
P 1.342 -0.126 -0.960
H 8.330 -0.451 2.505
H 2.307 -6.997 5.157
O 5.345 2.062 -2.316
F 0.620 0.322 -2.351
O -0.777 4.391 -3.313
F -5.100 -0.601 -4.509
C 0.686 3.620 1.613
H 2.506 -1.219 -4.181
C -1.593 3.261 -3.482
N 8.328 -0.309 1.505
H 5.520 0.453 0.560
H 4.890 3.871 2.030
H -0.068 -8.950 4.274
N 1.165 6.211 -4.293
C 10.936 -2.327 -0.018
C -2.783 -3.648 -0.886
F -3.914 0.855 -3.062
N -5.938 5.421 2.947
C -7.266 6.249 3.127
C 1.454 5.379 -2.994
H 5.063 4.097 -2.332
H -6.246 4.461 3.001
H -6.652 -1.982 4.254
H -2.078 0.754 -5.849
C -8.194 -2.164 2.869
H -3.184 -4.571 -1.305
H -4.046 -8.532 6.337
H 2.660 2.746 1.112
H 4.493 -1.069 2.288
H 5.614 1.989 1.334
C -6.312 0.233 2.562
O 0.155 8.664 -4.549
H 8.129 1.813 1.365
H 11.992 -2.076 0.084
C -6.985 7.769 3.534
H -5.597 8.603 6.295
C -3.279 -0.326 2.515
H -2.379 -0.614 3.058
H 5.187 -3.760 -2.893
H -2.005 -1.141 -1.054
H -1.568 -4.123 -5.850
C 0.636 -5.185 0.364
C -6.751 -2.259 3.204
C 2.434 -6.508 -2.588
H -6.881 0.143 4.706
C 5.191 3.268 -1.636
O 2.187 -5.673 -1.523
H -4.547 -1.395 4.074
H 4.275 3.214 -1.049
H -4.419 6.539 1.954
H 4.211 -0.243 3.836
H -1.428 -9.688 6.567
H 1.885 9.581 -5.098
H -9.928 -0.873 1.308
C 1.439 -6.257 -0.462
H 1.496 1.325 2.195
H 1.525 5.904 -2.042
C -0.158 -8.410 5.217
H 0.673 -1.090 -4.139
H -1.381 -2.889 -4.510
C -0.782 9.599 -5.096
F 2.648 -0.434 -1.868
C -4.706 2.664 -0.247
H 5.438 -2.081 -4.789
N 1.449 -0.867 -5.999
C 6.025 0.980 1.370
C 4.735 -3.209 -0.472
H -0.019 -2.592 3.046
H -0.754 -5.496 -1.109
H 9.320 -0.177 1.366
H 2.815 -4.673 4.224
H -6.712 1.661 4.013
O -8.542 -2.315 1.538
H 3.251 0.636 6.442
H -3.764 2.132 -0.116
H 1.635 -7.060 3.457
H -2.073 2.873 -2.584
H 2.306 -0.639 5.919
C -6.225 0.686 4.027
H -1.694 -7.966 6.815
H -2.014 -4.758 0.846
N 5.742 -0.393 -3.359
C 1.358 8.640 -5.257
H 3.553 1.560 -3.073
C 7.579 0.931 1.036
H 4.441 2.655 -4.107
O -0.935 -0.372 -7.130
C 8.808 -2.830 1.099
H 3.677 -3.270 -0.726
H -1.088 2.457 -4.018
H 1.024 3.290 3.690
O 1.895 1.248 4.867
C 1.571 -6.615 4.450
H 3.770 0.491 2.256
O 5.800 0.497 2.691
H 2.690 -6.011 -3.523
H 2.956 7.003 -5.111
H 0.826 -1.412 -6.577
H 2.359 -3.512 -5.201
H -0.091 -3.990 -1.198
C 0.554 4.111 -2.800
H -1.208 -0.499 -5.057
H 4.017 -2.454 -2.976
C -5.826 -1.657 0.930
H -0.177 1.178 4.757
H 10.970 -3.236 -0.618
C 5.821 -1.863 -3.792
H 3.305 -7.101 -2.306
H 0.555 0.790 -5.143
H 0.908 3.148 -3.168
H 1.269 5.629 -5.112
H 8.524 -3.029 2.132
H -7.875 5.722 3.861
H -0.475 -6.513 4.366
O -5.102 3.382 0.935
C 8.038 -1.613 0.687
H 2.455 5.049 -3.275
C -4.374 -1.365 2.998
H -5.379 1.825 -0.425
C 4.168 4.648 2.281
F -5.778 2.288 -3.215
H 0.785 -7.074 -0.768
F 2.213 -0.468 0.404
F -6.905 0.600 -4.320
H 0.215 6.553 -4.292
H -1.209 -3.165 0.646
H -10.618 -2.542 1.700
N -5.852 -1.196 2.419
H -9.866 -2.109 0.109
H -7.297 0.321 2.106
C 0.691 0.876 4.171
H 1.671 -4.697 5.406
H 2.177 -6.800 0.129
H 7.742 0.977 -0.041
H -5.774 -2.734 0.773
H -6.426 8.384 2.828
H -5.697 0.909 1.968
H 1.289 -4.422 0.786
C 0.016 0.709 -7.262
F 1.897 1.382 -0.797
C -1.641 -4.024 0.132
H -5.033 -1.153 0.378
H -1.777 9.519 -4.659
H 10.349 -1.569 -0.537
H 1.764 -2.686 2.901
O -2.466 -8.797 5.042
C -6.221 8.858 5.438
H 2.174 4.352 0.388
C -0.898 -3.633 -5.143
N 0.424 2.916 2.968
C 0.892 -3.021 3.464
H -7.810 6.213 2.183
H 0.049 3.141 0.869
H -3.707 -3.279 -0.442
H -0.517 1.654 -7.374
H 4.325 0.224 -4.872
H -0.284 1.007 2.246
F 0.908 -1.693 -1.118
C 1.809 -5.060 4.388
H -6.217 -3.195 3.039
C 1.055 0.585 -6.090
C 2.100 7.430 -4.587
C 5.143 0.696 -4.327
O 0.384 -3.270 -5.703
C 0.579 1.408 2.779
H -5.305 5.498 3.730
H 5.204 -0.148 -2.540
H 8.100 -1.513 -0.397
H 0.050 -6.484 5.855
H 0.632 -0.209 4.092
C 1.552 -1.539 -4.601
F -5.921 0.151 -2.373
H -6.738 -1.386 0.398
H 5.087 -4.240 -0.424
O 0.884 -4.440 3.517
H -2.511 3.608 -3.956
O 5.457 -2.424 -1.408
H 0.232 4.610 1.652
H 2.413 7.738 -3.589
```

The calculation puts the gap between HOMO and LUMO at 7.906 eV. As for the net charge: +7.

***

Below is the molecule C19H17N5O5 in a non-equilibrium geometry, with properties calculated with the ωB97M-V functional and the def2-TZVPD basis.

```
46
Properties=species:S:1:pos:R:3
N -0.726 -0.349 -1.914
H 1.884 -3.234 2.137
O -3.075 -0.919 2.336
C -0.708 -4.281 2.553
C -2.208 -1.320 -3.579
H -2.541 -1.296 -4.626
H -1.712 -2.871 -1.426
C 0.344 -0.064 1.215
H 2.415 5.797 1.093
H 0.160 1.513 -1.955
H 0.680 0.540 2.062
O -2.367 1.294 2.026
O 3.053 0.333 1.586
H 2.845 4.694 -1.109
C 1.348 -1.276 1.318
N -1.094 -5.358 2.789
C 1.936 4.846 0.853
N -2.055 0.103 2.012
H -3.076 -1.347 -2.898
C -1.199 -1.939 2.146
N 2.693 -0.864 1.666
C 1.062 4.230 1.744
H 0.843 4.701 2.714
C 0.868 2.278 0.314
H 1.869 2.502 -1.627
C 0.480 3.005 1.441
O 3.461 -1.772 2.084
C 2.194 4.212 -0.380
H -0.287 -3.648 -2.248
C 1.656 2.928 -0.645
C 0.046 0.632 -1.373
C 0.171 0.899 0.105
H 0.919 -1.597 -2.333
N -2.517 -2.175 2.431
C -1.358 -0.102 -3.251
C 1.064 -2.556 1.877
H -0.592 0.034 -4.039
C -0.021 -1.615 -1.743
H 0.249 -1.679 -0.682
H -1.980 0.803 -3.207
H -0.309 2.620 2.090
O -1.434 -2.514 -3.483
C -0.240 -2.960 2.222
C -0.912 -2.748 -2.180
C -0.940 -0.630 1.723
H -0.891 1.148 0.158
```

The relative energy (zero: lowest compared OMol25 entry of this formula, charge and spin) is 278.9 kJ/mol. The calculation puts the gap between HOMO and LUMO at 4.647 eV.

***

Below is the molecule C10H9N in a non-equilibrium geometry, with properties calculated with the ωB97M-V functional and the def2-TZVPD basis.

```
20
Properties=species:S:1:pos:R:3
C -1.044 0.084 -0.106
N -1.765 -0.209 1.066
H 3.162 2.278 0.244
C 1.118 1.261 0.134
C 3.297 0.003 0.042
C 2.539 1.175 0.120
H 0.466 -2.213 -0.146
C -3.217 0.143 -0.662
H -1.620 0.339 -2.068
C -3.097 -0.152 0.681
H -3.873 -0.321 1.267
H -1.329 -0.398 2.177
H 3.286 -2.138 -0.134
H 0.533 2.021 0.289
C 1.140 -1.170 -0.194
H 4.501 -0.046 0.009
C 0.467 -0.039 -0.054
H -4.042 0.259 -1.058
C -1.893 0.181 -1.123
C 2.569 -1.204 -0.179
```

The relative energy (zero: lowest compared OMol25 entry of this formula, charge and spin) is 398.4 kJ/mol. The calculation puts the gap between HOMO and LUMO at 9.030 eV.

***

Below is a structure of composition CHCl3FOP in a non-equilibrium geometry, with properties calculated with the ωB97M-V functional and the def2-TZVPD basis.

```
8
Properties=species:S:1:pos:R:3
P -0.187 -0.860 -0.634
C 0.069 0.302 0.769
H 0.588 1.762 0.536
Cl -2.012 -0.680 0.259
F 1.253 2.227 0.027
Cl -0.325 -0.012 -2.427
O 0.115 -2.279 -0.733
Cl 0.498 -0.460 2.202
```

The relative energy (zero: lowest compared OMol25 entry of this formula, charge and spin) is 377.9 kJ/mol. The calculation puts the gap between HOMO and LUMO at 8.326 eV.

***

Below is a structure of composition C26H27Cl2F5N6O3S2TeW in a non-equilibrium geometry, with properties calculated with the ωB97M-V functional and the def2-TZVPD basis.

```
73
Properties=species:S:1:pos:R:3
C -3.448 1.211 -0.911
C -3.937 5.378 1.909
F 0.340 -1.977 -0.476
N 2.215 3.091 -1.571
C 2.065 -2.989 3.525
H 4.665 2.801 1.527
W 0.598 -0.320 0.410
Cl -7.243 3.229 1.149
F -0.783 -0.973 1.439
C -2.095 0.700 -0.485
H -5.515 2.163 3.184
C 2.861 -2.052 1.072
H 1.059 4.297 -2.794
N 0.531 -1.134 3.724
C -4.810 -0.418 0.416
H -3.822 7.415 2.543
H 1.268 4.918 -1.152
C 3.942 3.611 1.609
H 2.018 2.321 -2.204
C -5.844 6.699 2.488
N -0.670 0.500 4.606
H 3.214 3.351 2.381
C 1.461 -1.859 2.980
H -0.552 2.279 5.674
N -4.150 3.117 1.163
O -1.431 1.286 0.396
O -1.669 -0.408 -0.974
Cl -2.222 5.204 1.748
C -6.155 4.436 1.714
C 0.205 0.194 3.619
C -4.468 6.578 2.330
C -0.200 -1.642 4.789
S 3.213 1.202 0.030
H -7.747 5.754 2.247
H -1.083 2.422 3.989
C -5.806 0.146 2.531
H 4.460 4.525 1.883
H -3.202 3.246 0.816
H -5.941 -1.786 1.604
Te 0.101 -0.260 -2.381
H -6.263 7.633 2.834
H -3.771 0.687 -1.811
N 3.277 3.815 0.344
H -1.587 -0.641 6.163
C -1.158 1.818 4.891
C -4.606 1.820 1.275
H 1.795 -3.295 4.521
H -3.403 2.283 -1.108
C 2.851 2.839 -0.439
C -4.322 0.870 0.273
O 0.599 0.861 -0.993
C -5.342 1.435 2.406
F 1.322 0.720 -3.579
C 3.045 -3.668 2.836
H 3.518 -4.540 3.252
C -5.556 -0.782 1.525
H 4.259 -3.630 1.041
H -6.355 -0.147 3.411
H -4.626 -1.143 -0.363
H -2.193 1.769 5.225
C -4.751 4.254 1.619
S 0.808 1.353 2.477
C -0.924 -0.629 5.323
C 3.460 -3.155 1.585
C -6.677 5.639 2.168
H -0.193 -2.675 5.063
F -1.009 1.288 -3.009
F 2.044 -0.925 -1.806
H 3.195 -1.620 0.125
H 3.147 4.770 0.046
C 1.768 4.409 -1.979
H 2.602 5.021 -2.328
N 1.800 -1.365 1.694
```

The relative energy (zero: lowest compared OMol25 entry of this formula, charge and spin) is 526.9 kJ/mol. The calculation puts the gap between HOMO and LUMO (spin up / spin down) at 2.937 / 2.935 eV. As for the net charge: +2.

***

Below is the molecule C5H8N2, with properties calculated with the ωB97M-V functional and the def2-TZVPD basis.

```
15
Properties=species:S:1:pos:R:3
C -0.758 -1.446 0.531
H -1.619 -1.208 1.154
C 1.367 -0.239 -0.422
N -0.901 -1.362 -0.927
H -0.134 -2.258 0.900
H 1.609 -0.022 -1.474
C -0.139 -0.340 -0.229
H -1.384 1.227 0.715
N 0.702 1.629 0.567
H -0.794 1.625 -0.933
C 1.824 0.964 0.384
H 1.917 -1.141 -0.150
C -0.556 1.106 0.008
H 0.702 2.517 1.056
H -1.836 -1.051 -1.180
```

The relative energy (zero: lowest compared OMol25 entry of this formula, charge and spin) is 291.2 kJ/mol. The calculation puts the gap between HOMO and LUMO at 9.057 eV.

***

Below is the molecule C19H24N2O4S, with properties calculated with the ωB97M-V functional and the def2-TZVPD basis.

```
50
Properties=species:S:1:pos:R:3
H -3.408 1.098 -0.551
H 3.587 -3.071 0.953
C 4.563 -0.340 0.409
H 2.141 3.227 -0.185
H -6.354 -1.523 -0.223
H -1.303 1.516 0.155
H 7.912 -0.807 0.414
O -3.678 -1.090 1.692
O 3.292 1.621 0.149
C 0.365 0.275 -0.341
N 3.329 -1.012 0.539
C 5.717 1.724 -0.038
C -7.565 0.957 -0.446
C 4.523 1.042 0.153
H 3.746 3.625 0.466
C 5.783 -0.988 0.500
H 5.805 -2.050 0.690
H 5.717 2.781 -0.254
C -0.940 0.503 0.058
C -1.278 -1.872 0.290
H 3.569 3.131 -1.246
C 3.200 2.975 -0.227
C 3.246 -2.147 1.430
H 2.201 -2.268 1.716
H -1.930 -2.690 0.557
O 2.678 -2.675 -1.290
N -3.841 0.626 0.227
H -5.005 -1.209 -1.312
H -5.357 1.955 0.729
C 0.023 -2.101 -0.125
H -6.657 -1.167 -1.927
H 3.839 -1.947 2.321
H 0.423 -3.098 -0.223
H -8.200 0.740 -1.302
O 2.922 -0.302 -1.880
H 1.041 1.076 -0.584
C -1.769 -0.572 0.371
H -5.765 1.138 -1.603
C 6.931 1.061 0.055
C 0.828 -1.022 -0.435
H 7.847 1.612 -0.092
C -5.239 0.898 0.468
C -6.121 0.559 -0.741
C 6.968 -0.290 0.337
C -3.182 -0.386 0.836
H -7.636 2.020 -0.227
S 2.529 -1.292 -0.925
C -6.028 -0.927 -1.073
H -7.941 0.402 0.410
H -5.529 0.285 1.325
```

The relative energy (zero: lowest compared OMol25 entry of this formula, charge and spin) is 174.9 kJ/mol. The calculation puts the gap between HOMO and LUMO at 8.769 eV.

***

no.,energy (Eh)
1,-5872.59681
2,-1383.77828
3,-441.06798
4,-1935.68548
5,-4111.96251
6,-304.72459
7,-1547.06314